1.
{
  "formula": "C25H72O17S11",
  "method": "ωB97M-V/def2-TZVPD",
  "homo_energy_ev": -8.68,
  "spin_multiplicity": 1,
  "gap_ev": 8.98,
  "species": ["O", "S", "O", "O", "C", "C", "C", "H", "H", "H", "H", "H", "H", "H", "H", "O", "S", "O", "O", "C", "C", "C", "H", "H", "H", "H", "H", "H", "H", "H", "O", "S", "O", "O", "C", "C", "C", "H", "H", "H", "H", "H", "H", "H", "H", "C", "S", "O", "C", "H", "H", "H", "H", "H", "H", "C", "S", "O", "C", "H", "H", "H", "H", "H", "H", "C", "S", "O", "C", "H", "H", "H", "H", "H", "H", "C", "S", "O", "C", "H", "H", "H", "H", "H", "H", "C", "S", "O", "C", "H", "H", "H", "H", "H", "H", "C", "S", "O", "C", "H", "H", "H", "H", "H", "H", "C", "S", "O", "C", "H", "H", "H", "H", "H", "H", "C", "S", "O", "C", "H", "H", "H", "H", "H", "H"],
  "positions_angstrom": [[2.99664, 8.88263, 1.36952], [4.30831, 9.25749, 0.79145], [4.52083, 9.32850, -0.66397], [4.65797, 10.72599, 1.53705], [5.83802, 11.42616, 1.26714], [5.68823, 12.86582, 1.71950], [5.73042, 8.21835, 1.46650], [5.93825, 11.38694, 0.18246], [6.56777, 10.91700, 1.89669], [4.67464, 13.09990, 1.39400], [6.42327, 13.57713, 1.34287], [5.69319, 12.88587, 2.80930], [6.66144, 8.65106, 1.10036], [5.56934, 7.22913, 1.03802], [5.65564, 8.34844, 2.54612], [-6.55707, -2.33578, -4.89257], [-5.98846, -0.99889, -4.75213], [-4.54969, -0.93008, -4.67400], [-6.56649, 0.03161, -5.98751], [-6.69555, -0.55971, -7.27346], [-8.22134, -1.01766, -7.37438], [-6.66924, -0.04619, -3.31025], [-6.10299, -1.45836, -7.44489], [-6.41463, 0.11726, -8.08023], [-8.30482, -1.89401, -6.73162], [-8.29794, -1.36502, -8.40471], [-8.95412, -0.26331, -7.08788], [-7.74056, -0.22155, -3.40826], [-6.37345, 0.99621, -3.42862], [-6.19620, -0.52685, -2.45391], [-0.23048, -7.96325, -0.63830], [-0.10256, -8.99441, 0.40431], [0.53013, -8.58930, 1.64304], [-1.60765, -9.58197, 0.74068], [-2.35879, -9.87286, -0.42746], [-3.63558, -10.44225, 0.00412], [0.77638, -10.49174, -0.27830], [-1.77373, -10.63061, -0.94865], [-2.55853, -8.91703, -0.91180], [-4.30180, -10.52649, -0.85447], [-4.14944, -9.88938, 0.79049], [-3.42210, -11.40111, 0.47646], [0.53613, -11.28035, 0.43478], [1.85108, -10.31586, -0.23140], [0.45442, -10.76365, -1.28353], [-2.19975, 4.67380, -8.15313], [-1.79254, 5.61416, -9.71213], [-2.82725, 5.32911, -10.83654], [-2.17574, 7.27716, -8.93777], [-2.22853, 3.60926, -8.38555], [-3.24161, 4.90513, -7.93157], [-1.61364, 4.94162, -7.27401], [-3.08404, 7.46400, -8.36487], [-2.03827, 8.03131, -9.71267], [-1.36730, 7.53098, -8.25213], [7.09267, -1.63231, 5.16178], [6.55129, 0.14407, 5.17256], [6.33178, 0.51597, 3.72397], [4.87417, -0.18094, 5.92390], [6.56498, -2.25968, 5.88015], [8.15628, -1.68554, 5.39415], [6.83034, -1.95352, 4.15376], [4.93545, -0.48272, 6.96949], [4.31485, -0.94462, 5.38348], [4.29300, 0.74120, 5.92066], [-6.39757, 5.02708, 2.73543], [-8.17264, 4.59641, 2.88969], [-8.62074, 4.01830, 1.56957], [-7.77271, 3.12408, 3.88929], [-6.40426, 5.97715, 2.20119], [-5.90368, 4.26162, 2.13690], [-5.87365, 5.23070, 3.66933], [-6.87515, 2.58458, 3.58693], [-8.56391, 2.37567, 3.84465], [-7.63444, 3.40162, 4.93426], [-7.38244, -3.22129, 5.94361], [-7.43181, -3.82287, 4.15803], [-8.03454, -2.73574, 3.27823], [-5.60196, -3.64554, 3.81232], [-8.38839, -3.06896, 6.33471], [-6.90926, -2.25024, 6.08943], [-6.98803, -4.06915, 6.50368], [-5.35811, -3.85453, 2.77070], [-5.05609, -4.29505, 4.49663], [-5.35103, -2.59840, 3.98154], [7.27904, -6.72091, -1.88286], [8.21656, -7.27934, -3.36006], [7.26481, -8.09488, -4.20632], [9.24186, -8.50949, -2.43914], [6.65779, -5.84512, -2.07029], [7.91219, -6.42234, -1.04735], [6.71030, -7.54614, -1.45432], [9.18776, -8.29754, -1.37132], [10.25946, -8.46341, -2.82704], [8.84621, -9.50010, -2.66334], [8.10050, 2.88018, -4.80219], [7.80406, 1.06981, -4.53473], [6.45960, 0.67632, -5.16802], [9.19111, 0.43432, -5.57182], [8.52858, 3.30075, -3.89226], [7.12184, 3.34534, -4.92033], [8.81130, 3.05810, -5.60917], [9.08556, -0.62809, -5.79148], [10.21556, 0.67006, -5.28366], [9.03180, 0.81558, -6.58047], [-2.12390, -0.00139, 9.00583], [-3.11323, 0.55799, 10.46993], [-4.54788, 0.78897, 10.04778], [-3.17191, -1.09510, 11.26075], [-1.18255, -0.45558, 9.31515], [-1.85548, 0.81173, 8.33136], [-2.65597, -0.75645, 8.42714], [-3.92386, -1.11572, 12.04956], [-2.18184, -1.44193, 11.55669], [-3.56821, -1.80988, 10.53955], [0.51863, 2.26584, -1.04970], [0.61730, 1.39181, 0.65474], [-0.74302, 1.37795, 1.27889], [1.08340, -0.28817, -0.07732], [0.05422, 1.55302, -1.73110], [1.49973, 2.43618, -1.49302], [-0.00311, 3.21801, -0.95346], [2.17088, -0.36069, -0.06239], [0.58724, -0.32258, -1.04724], [0.65917, -1.03819, 0.59022]]
}

2.
{
  "formula": "C4H9O2",
  "method": "ωB97M-V/def2-TZVPD",
  "homo_energy_ev": -3.87,
  "charge": -1,
  "spin_multiplicity": 1,
  "gap_ev": 7.95,
  "species": ["C", "C", "O", "O", "H", "H", "H", "C", "C", "H", "H", "H", "H", "H", "H"],
  "positions_angstrom": [[-0.99160, -0.47422, -2.35482], [-1.33757, 0.84274, -1.56259], [-1.93057, 1.66593, -2.29487], [-0.80964, 0.99970, -0.44445], [-0.21439, -0.19969, -3.06756], [-1.87781, -0.81677, -2.88827], [-0.59628, -1.27532, -1.72673], [0.65762, -0.75477, 1.61764], [1.34948, 0.58368, 1.93441], [0.27062, -0.80987, 0.61003], [1.18838, -1.66224, 1.89959], [-0.29615, -0.74557, 2.15971], [2.20431, 0.37874, 2.54866], [0.73466, 1.21932, 2.56369], [1.64896, 1.04835, 1.00558]]
}

3.
{
  "formula": "C11H15O3P",
  "method": "ωB97M-V/def2-TZVPD",
  "homo_energy_ev": -9.28,
  "spin_multiplicity": 1,
  "gap_ev": 10.02,
  "species": ["C", "C", "C", "C", "C", "C", "C", "C", "C", "C", "C", "O", "O", "O", "P", "H", "H", "H", "H", "H", "H", "H", "H", "H", "H", "H", "H", "H", "H", "H"],
  "positions_angstrom": [[3.09436, 2.52642, 0.07448], [2.47716, 2.27197, -1.14342], [2.41792, 2.16612, 1.17795], [1.26202, 1.68744, -1.23371], [1.15322, 1.65657, 1.14198], [0.57590, 1.34762, -0.11191], [-0.80076, 0.76794, -0.08475], [-0.11704, -1.21290, 1.22707], [0.03316, -1.30664, -1.21366], [-2.37320, -1.22939, -0.01882], [-0.83317, -0.82323, -0.04785], [-1.50379, 1.24998, 1.04434], [-1.71300, 1.44081, -1.11862], [-3.85697, 1.79244, 0.14654], [-2.34577, 2.33256, 0.09571], [4.03411, 3.03019, 0.19676], [3.03042, 2.52477, -2.05241], [2.87335, 2.46300, 2.12553], [0.84373, 1.49948, -2.23822], [0.78596, 1.47384, 2.15163], [-0.39449, -0.64103, 2.01602], [0.99178, -1.30454, 1.30862], [-0.43401, -2.22319, 1.57332], [0.40692, -2.24167, -0.84715], [-0.30517, -1.51759, -2.24333], [0.88007, -0.60007, -1.19582], [-2.42103, -2.27524, 0.07920], [-2.59314, -0.78210, -1.05656], [-2.93262, -0.73655, 0.75346], [-4.10485, 0.93569, 0.51404]]
}

4.
{
  "formula": "C5H8O",
  "method": "ωB97M-V/def2-TZVPD",
  "homo_energy_ev": -9.61,
  "smiles": "C1OC[C@H]2C[C@@H]12",
  "spin_multiplicity": 1,
  "gap_ev": 10.73,
  "species": ["C", "O", "C", "C", "C", "C", "H", "H", "H", "H", "H", "H", "H", "H"],
  "positions_angstrom": [[-0.73497, -1.03921, -0.66356], [0.62983, -1.00515, -1.06953], [1.40775, -0.40299, -0.05312], [0.49038, 0.52082, 0.70150], [-0.49147, 1.40981, -0.02051], [-0.89915, 0.03015, 0.40212], [-1.34016, -0.84549, -1.55841], [-0.99984, -2.03047, -0.27102], [2.28576, 0.04307, -0.53097], [1.77239, -1.10269, 0.72621], [0.85137, 0.66055, 1.71452], [-0.38784, 1.57868, -1.09282], [-0.93318, 2.25122, 0.50998], [-1.63523, -0.11008, 1.18796]]
}